No. 1
{"formula": "C2S4", "method": "ωB97M-V/def2-TZVPD", "symbols": ["S", "S", "S", "C", "C", "S"], "coordinates": [[0.662, -1.340, -0.797], [1.112, 1.706, 0.387], [-1.832, -0.825, -2.552], [-0.610, -0.986, -1.605], [0.685, 1.033, 1.680], [0.031, 0.430, 2.918]], "forces_ev_per_angstrom": [[-0.15, 0.02, 0.07], [0.94, 0.90, -1.29], [0.11, 0.31, 0.38], [-0.01, -0.67, -0.59], [-0.63, 0.20, 0.13], [-0.26, -0.78, 1.31]], "mulliken_charge": [-0.26, -0.26, -0.27, 0.52, 0.55, -0.28], "homo_lumo_gap_ha": 0.335, "total_energy_ev": -45414.39585}

***

No. 2
{"formula": "C3H4BeFO7PS", "method": "ωB97M-V/def2-TZVPD", "symbols": ["O", "O", "Be", "O", "C", "H", "C", "H", "O", "O", "H", "O", "S", "P", "H", "C", "F", "O"], "coordinates": [[0.507, 2.218, -0.636], [1.336, -2.634, -0.332], [0.055, 4.181, -0.517], [-1.124, 0.670, -1.159], [-0.950, 1.962, -0.463], [1.678, 1.024, 0.616], [-0.068, -0.167, -0.544], [1.055, -0.189, 2.818], [-1.830, 2.726, 0.216], [0.749, -0.962, 2.225], [-1.888, -2.205, 1.659], [-1.126, -2.699, -1.034], [0.229, -1.903, -1.182], [-0.576, -0.327, 1.290], [2.057, 0.621, -1.198], [1.194, 0.897, -0.455], [0.758, -1.991, -2.814], [-2.055, -1.221, 1.511]], "forces_ev_per_angstrom": [[-3.56, 2.15, 0.49], [-3.91, 4.72, -3.56], [-0.47, -2.41, 0.50], [0.60, 2.39, 2.86], [-2.91, -1.71, 1.94], [-1.12, -0.73, -2.17], [1.37, 1.58, -0.37], [-0.65, -1.69, -0.92], [7.09, -2.81, -5.49], [-2.19, 2.47, -1.42], [-0.31, 1.22, -0.29], [5.27, 4.66, -1.18], [-0.69, -9.21, 1.14], [-1.73, -1.55, 3.35], [-1.89, 1.17, 0.93], [1.90, -1.88, 1.15], [-1.28, 1.11, 3.60], [4.49, 0.53, -0.56]], "mulliken_charge": [-0.41, -0.43, 1.16, -0.30, 0.90, 0.26, 0.37, 0.39, -0.38, -0.45, 0.38, -0.44, 1.11, 0.49, 0.40, -0.43, -0.22, -0.40], "total_charge": 2, "homo_lumo_gap_ha": 0.131, "total_energy_ev": -40721.47265}

***

No. 3
{"formula": "C29H20F3NO", "method": "ωB97M-V/def2-TZVPD", "symbols": ["H", "C", "C", "C", "H", "C", "H", "C", "C", "H", "C", "C", "H", "H", "C", "O", "C", "C", "H", "C", "C", "H", "H", "C", "F", "C", "N", "C", "C", "H", "H", "C", "C", "H", "C", "H", "H", "C", "F", "F", "H", "C", "H", "C", "C", "C", "C", "C", "H", "H", "C", "H", "H", "C"], "coordinates": [[2.898, -3.866, 2.490], [-4.296, -1.197, 1.006], [0.732, 4.243, -1.086], [0.490, -0.155, 0.820], [2.902, 1.253, -0.809], [-1.628, 3.718, -1.123], [-2.679, 4.023, -1.133], [-0.108, -2.513, 0.429], [2.734, 0.308, -1.341], [1.416, -5.438, 1.243], [2.067, -3.478, 1.905], [0.010, 1.939, -1.209], [-0.703, -0.088, -1.053], [-0.976, -2.130, -0.113], [-0.598, 4.644, -0.927], [-1.004, 1.555, 1.610], [-0.844, 0.362, 1.316], [1.233, -4.355, 1.212], [-1.087, -1.697, 3.146], [1.523, 0.741, 1.170], [-2.005, -0.591, 1.567], [-5.093, -2.946, 2.030], [2.451, -1.363, 2.383], [-0.925, 6.075, -0.546], [-0.990, 6.916, -1.608], [-3.092, -2.432, 2.734], [2.403, 1.434, 1.558], [0.168, -3.889, 0.433], [0.759, -1.596, 1.053], [-3.045, -3.238, 3.468], [-5.165, -1.024, 0.374], [1.429, -0.170, -1.571], [2.380, -2.147, -2.639], [-3.222, 0.503, 0.193], [-1.324, 2.386, -1.333], [4.551, -2.231, -2.690], [-2.134, 1.698, -1.581], [1.833, -2.075, 1.843], [-2.122, 6.154, 0.092], [0.008, 6.579, 0.304], [2.222, -3.087, -3.170], [-4.252, -2.266, 1.926], [1.550, 4.971, -1.043], [3.839, -0.439, -1.714], [3.678, -1.679, -2.369], [1.274, -1.369, -2.312], [-1.989, -1.578, 2.538], [-3.194, -0.348, 0.862], [-0.471, -4.516, -0.177], [2.055, 2.680, -1.659], [0.228, 0.503, -1.039], [0.259, -1.679, -2.570], [4.823, -0.020, -1.533], [1.031, 2.914, -1.355]], "forces_ev_per_angstrom": [[-0.21, 0.13, -0.08], [0.37, -0.27, 0.32], [-0.15, 0.30, -0.51], [-1.52, 1.72, -0.56], [-0.07, -0.79, -0.33], [-0.13, 0.49, -0.41], [0.49, 0.05, 0.06], [0.75, -0.42, -0.33], [-0.19, 0.16, 0.26], [0.06, 0.54, 0.04], [-0.55, 1.11, -0.02], [-0.18, 0.64, -0.68], [0.43, 0.32, -1.03], [0.36, -0.26, -0.01], [-0.12, -0.10, 0.26], [0.34, -2.10, -1.02], [-0.61, 1.74, 2.05], [-0.02, -0.45, -0.44], [-0.35, -0.13, -0.21], [3.62, 2.65, 2.64], [-0.63, 0.74, -0.45], [0.13, 0.15, -0.02], [0.09, -0.17, -0.16], [-0.04, 0.05, 0.37], [0.07, -0.39, 0.41], [-0.51, 0.65, -0.97], [-2.88, -2.16, -1.41], [-0.07, 1.28, 0.54], [0.22, -1.05, -0.41], [-0.01, 0.32, -0.17], [0.07, -0.10, 0.28], [0.49, -0.69, -1.41], [0.45, 0.33, -0.36], [-0.12, -0.06, -0.09], [0.37, 0.03, 0.67], [-0.04, -0.13, 0.07], [0.29, -0.04, 0.46], [-0.56, -0.77, -0.80], [0.54, 0.02, -0.38], [-0.44, -0.18, -0.52], [0.15, 0.25, 0.15], [1.17, 0.55, 0.22], [-0.44, -0.23, -0.05], [-0.26, -0.69, -0.75], [-0.66, 0.68, 0.40], [0.09, 0.54, 0.90], [0.01, -0.79, 0.51], [0.19, -0.55, 0.17], [0.14, -0.28, 0.30], [-0.52, -0.12, 0.55], [0.26, -2.07, 1.17], [0.34, -0.10, 0.10], [0.00, -0.20, 0.00], [-0.22, -0.14, 0.65]], "mulliken_charge": [0.45, -0.66, -0.99, 2.43, 0.42, -0.86, 0.39, 0.21, -0.25, 0.40, -0.78, 0.51, 0.69, 0.37, 0.39, -0.59, 0.42, -0.53, 0.45, -0.74, -0.10, 0.39, 0.47, 0.78, -0.25, -0.68, -0.72, -0.98, -0.16, 0.41, 0.41, 0.92, -0.78, 0.38, -0.25, 0.42, 0.57, -0.60, -0.27, -0.26, 0.41, -0.53, 0.41, -1.28, -0.57, -0.19, 0.23, -0.43, 0.45, 0.51, -1.08, 0.41, 0.42, -0.17], "homo_lumo_gap_ha": 0.290, "total_energy_ev": -42085.96376}

***

No. 4
{"formula": "C4H15N2O", "method": "ωB97M-V/def2-TZVPD", "symbols": ["H", "H", "H", "H", "H", "O", "H", "H", "H", "C", "H", "H", "H", "C", "H", "N", "H", "H", "H", "C", "C", "N"], "coordinates": [[-0.933, -1.965, 2.418], [-0.912, 3.185, 0.483], [1.384, 0.728, 0.793], [-2.092, -0.004, -0.871], [1.726, -1.957, -2.645], [1.621, -2.020, -1.694], [-0.666, 0.422, -1.878], [2.481, -2.353, -1.389], [0.684, 2.595, 1.232], [0.531, 0.035, 0.295], [0.385, 2.604, -0.653], [0.693, -2.111, 0.280], [1.254, -1.342, 1.710], [-0.067, 2.457, 0.334], [0.776, -0.243, -0.755], [-0.860, -1.456, 1.571], [-1.306, 0.950, 1.115], [-1.724, 1.885, -1.505], [-1.402, -2.042, 0.907], [-1.338, 0.883, -1.058], [0.440, -1.303, 1.026], [-0.675, 1.051, 0.285]], "forces_ev_per_angstrom": [[0.34, -0.32, 1.03], [0.82, -0.72, -0.26], [-1.74, -1.97, -1.42], [0.82, 2.27, -0.66], [-0.02, -0.05, -0.28], [0.47, -0.09, 0.06], [-0.55, 1.08, 1.77], [-0.31, 0.06, -0.08], [-1.54, -0.51, -1.98], [2.41, 2.22, 0.65], [0.20, 0.17, 0.53], [-0.40, 0.89, 0.68], [0.25, 0.02, 1.08], [-0.14, 0.53, 1.54], [-0.09, 0.99, 0.81], [-2.11, -0.70, -0.96], [0.46, -0.62, -1.02], [0.14, -1.97, 1.25], [0.24, 0.70, 0.66], [-1.79, -1.55, -1.23], [0.40, -0.61, -1.48], [2.11, 0.17, -0.66]], "mulliken_charge": [0.24, 0.37, 0.25, 0.33, 0.28, -0.63, 0.32, 0.32, 0.35, -0.34, 0.42, 0.25, 0.36, -0.94, 0.26, -0.62, 0.44, 0.34, 0.23, -0.81, -0.41, -0.01], "total_charge": 1, "homo_lumo_gap_ha": 0.399, "total_energy_ev": -9411.05609}

***

No. 5
{"formula": "C17H20N4O3S", "method": "ωB97M-V/def2-TZVPD", "symbols": ["C", "C", "N", "H", "C", "H", "H", "C", "C", "C", "C", "C", "H", "H", "H", "C", "H", "C", "H", "N", "H", "C", "H", "H", "H", "H", "O", "C", "N", "H", "C", "O", "H", "H", "H", "C", "H", "O", "S", "N", "H", "C", "C", "H", "C"], "coordinates": [[-0.684, -0.369, 1.283], [3.413, -2.988, -1.018], [-0.549, -0.984, -0.828], [3.533, -2.302, -1.853], [-0.557, 0.658, 3.487], [-0.117, 3.326, -2.618], [-2.720, 5.192, 0.207], [-1.506, 4.312, -1.320], [-1.003, 4.205, 1.020], [-2.164, -2.257, 0.711], [0.465, 3.155, -0.567], [-1.176, -1.285, 0.363], [2.168, -4.643, -0.412], [0.526, 0.555, 3.555], [2.310, -4.452, -2.178], [0.657, -2.492, -2.315], [-1.464, -2.466, -1.890], [-0.654, -1.750, -2.041], [-2.145, 4.636, -2.127], [0.214, 0.456, 0.704], [4.317, -3.583, -0.928], [1.685, 2.348, -0.865], [-1.013, 0.495, 4.461], [3.277, -2.410, -0.108], [-0.799, 1.654, 3.116], [2.364, 2.869, -1.542], [-2.415, -1.290, 4.163], [0.272, 0.053, -0.556], [-2.478, -2.144, 2.067], [-3.168, -2.802, 2.413], [0.137, 3.471, 0.745], [-2.714, -3.074, 0.002], [0.777, 3.137, 1.547], [-1.252, 4.448, 2.043], [2.208, 2.056, 0.044], [-0.366, 3.580, -1.597], [-0.879, -1.086, -2.880], [0.972, -3.246, -1.170], [1.265, 0.804, -1.759], [-1.087, -0.337, 2.583], [1.448, -1.763, -2.538], [-1.828, 4.624, -0.010], [2.214, -3.913, -1.224], [0.531, -3.148, -3.191], [-2.016, -1.255, 3.021]], "forces_ev_per_angstrom": [[-0.26, -0.75, -1.20], [-0.42, -0.13, -0.08], [0.05, 0.44, 0.38], [0.07, 0.08, -0.05], [0.06, 0.14, 0.22], [0.00, -0.02, -0.10], [-0.07, 0.05, 0.02], [-0.06, 0.03, -0.07], [-0.02, 0.06, 0.08], [0.16, 0.24, -0.01], [-0.10, 0.23, 0.05], [0.19, 0.44, 0.71], [0.05, -0.01, -0.15], [-0.01, 0.04, 0.03], [-0.03, -0.03, 0.10], [-0.09, 0.08, 0.00], [0.06, 0.14, -0.09], [0.33, -0.52, -0.48], [-0.05, 0.03, -0.06], [0.12, 0.00, 0.36], [0.14, -0.05, 0.00], [-0.13, -0.47, -0.06], [0.06, 0.04, -0.10], [0.02, 0.06, 0.09], [0.02, 0.02, 0.04], [0.04, -0.08, 0.03], [-0.17, -0.08, 0.35], [-0.19, -0.07, 0.14], [-0.29, -0.35, 0.07], [0.13, 0.15, -0.05], [0.05, 0.13, -0.11], [-0.10, -0.22, -0.13], [0.05, -0.08, 0.07], [-0.02, 0.02, 0.09], [0.06, 0.12, -0.04], [0.08, 0.03, 0.07], [-0.06, -0.07, 0.05], [-0.28, 0.18, -0.04], [0.42, 0.17, -0.37], [-0.07, -0.03, 0.13], [-0.04, -0.14, -0.03], [-0.08, 0.02, 0.03], [0.30, -0.07, 0.09], [0.00, 0.10, 0.05], [0.08, 0.11, 0.00]], "mulliken_charge": [0.79, -1.08, 0.24, 0.29, -0.89, 0.38, 0.39, -0.59, -0.60, 0.00, 0.45, 0.39, 0.31, 0.30, 0.31, -0.35, 0.42, -1.25, 0.39, -0.39, 0.42, -0.98, 0.40, 0.24, 0.18, 0.48, -0.67, -0.16, -0.05, 0.24, -0.22, -0.68, 0.40, 0.40, 0.35, -0.27, 0.33, -0.27, -0.17, 0.00, 0.37, -0.45, -0.33, 0.45, 0.50], "smiles": "CCOCCn1c(SCc2ccccc2)nc2c1c(=O)[nH]c(=O)n2C", "homo_lumo_gap_ha": 0.310, "total_energy_ev": -40893.39620}

***

No. 6
{"formula": "C24H28N2O7", "method": "ωB97M-V/def2-TZVPD", "symbols": ["H", "O", "C", "H", "H", "H", "O", "H", "C", "C", "H", "H", "H", "O", "C", "C", "O", "H", "H", "H", "H", "C", "H", "H", "H", "H", "O", "C", "H", "C", "C", "H", "C", "C", "C", "C", "O", "H", "H", "H", "H", "N", "C", "H", "C", "C", "H", "C", "C", "H", "C", "C", "C", "C", "H", "H", "C", "O", "C", "N", "H"], "coordinates": [[-0.323, -2.085, 8.226], [-3.533, 2.131, -0.196], [-0.332, 1.132, -3.790], [-4.110, 0.013, 1.454], [1.023, 1.475, -2.157], [-5.144, 1.919, -1.485], [-3.937, -1.564, 3.365], [4.192, -1.453, -3.742], [-2.635, -2.307, 5.746], [-2.898, 1.733, 0.956], [5.555, -0.005, -1.074], [1.020, -2.015, -5.567], [4.134, -0.915, -1.604], [0.601, -0.026, 7.002], [-2.247, -1.204, 4.961], [-0.464, -0.753, 6.559], [0.234, 1.432, 4.895], [-1.191, 0.938, -1.255], [-1.497, 3.344, 0.765], [-3.479, -2.924, 5.445], [5.591, -0.840, -2.633], [1.446, -0.496, -2.958], [-1.085, -0.708, -1.919], [2.093, 0.262, -4.865], [4.907, 1.799, -2.363], [-2.262, -3.482, 7.515], [3.889, -3.146, -5.356], [-1.459, 1.083, 3.307], [1.896, -2.933, -6.803], [-2.983, -0.874, 3.722], [-0.511, 0.133, -1.531], [-4.545, 0.402, -0.796], [-1.089, 2.180, 2.507], [3.129, -2.199, -5.227], [-3.266, 0.631, 1.741], [4.955, -0.281, -1.943], [3.122, 2.220, -3.790], [0.033, -0.178, -0.639], [2.044, -1.164, -6.751], [1.910, -0.860, -2.040], [0.868, -1.319, -3.377], [4.446, 0.930, -2.591], [-1.802, 2.488, 1.357], [0.332, 1.611, -4.510], [-2.564, 0.293, 2.912], [-1.143, -0.413, 5.370], [0.741, 0.704, 6.353], [-0.730, 0.742, 4.545], [-0.868, -1.848, 7.317], [-5.497, 1.531, 0.207], [-4.739, 1.457, -0.580], [-1.952, -2.628, 6.918], [0.472, 0.639, -2.585], [3.404, 1.088, -3.420], [-0.851, 0.300, -4.266], [-1.062, 1.874, -3.464], [1.935, -2.063, -6.150], [-0.030, 2.971, 2.834], [2.562, -0.098, -3.950], [3.357, -1.291, -4.279], [0.337, 2.616, 3.677]], "forces_ev_per_angstrom": [[-0.01, 0.11, -0.12], [0.13, -0.29, 0.57], [0.61, 0.20, 0.15], [0.12, 0.01, 0.14], [0.15, 0.11, -0.04], [0.42, 0.15, 0.23], [0.92, 0.69, 0.33], [-0.08, -0.24, -0.15], [-0.16, 0.31, -0.53], [-0.04, -0.04, 0.06], [-0.14, 0.02, -0.15], [-0.22, 0.17, -0.05], [0.10, 0.00, 0.01], [-0.67, -0.41, -0.33], [0.55, -0.49, 1.20], [0.72, 0.82, -0.04], [0.48, 0.30, 0.23], [-0.13, -0.06, 0.07], [0.01, -0.05, 0.06], [0.16, 0.28, -0.13], [0.13, -0.11, 0.18], [-0.03, 1.00, 0.21], [-0.09, -0.08, 0.05], [0.18, 0.15, 0.05], [-0.13, -0.03, -0.10], [0.07, 0.16, -0.11], [0.20, -0.19, 0.02], [-0.41, -0.89, 0.50], [0.12, 0.09, 0.13], [-1.48, -1.08, -0.56], [0.43, 0.22, 0.04], [0.02, 0.08, 0.06], [0.69, 0.43, 0.28], [-0.06, -1.29, -1.16], [-0.25, -0.59, 0.37], [-0.19, 0.29, -0.26], [-0.35, -0.23, -0.10], [-0.13, -0.13, 0.14], [-0.18, 0.13, -0.06], [0.07, -0.16, 0.08], [0.06, -0.12, -0.12], [0.70, -0.79, 0.98], [-0.02, 0.31, -0.37], [-0.12, 0.03, -0.15], [0.28, 1.31, -1.09], [-0.58, -0.28, -0.37], [-0.04, -0.24, 0.19], [-0.43, -0.15, -0.32], [-0.37, -0.48, 0.09], [0.12, -0.01, -0.02], [0.04, -0.24, 0.22], [0.49, 0.68, -0.19], [-0.44, -0.49, -0.16], [-0.52, 0.53, -1.02], [-0.10, -0.05, -0.07], [-0.07, -0.02, -0.08], [0.20, 0.11, 0.29], [-0.65, -0.50, -0.16], [-0.16, -0.77, 0.35], [0.14, 1.72, 0.93], [-0.08, 0.10, -0.23]], "mulliken_charge": [0.44, -0.43, -1.56, 0.59, 0.22, 0.25, -0.68, -0.04, -0.56, 0.73, 0.32, 0.26, 0.33, -0.68, -0.09, 0.55, -1.11, 0.33, 0.48, 0.46, 0.33, -0.76, 0.35, 0.29, 0.29, 0.39, -0.68, -0.83, 0.31, 0.67, -1.66, 0.33, 0.55, 0.76, -0.59, -0.99, -0.68, 0.47, 0.28, -0.18, 0.51, -0.10, -0.54, 0.36, -0.48, -0.50, 0.35, 2.70, -0.62, 0.35, -0.86, -0.54, 1.17, -0.10, 0.30, 0.43, -1.00, -0.72, 0.27, 0.17, 0.35], "smiles": "COc1cc(O)c2c(c1)C(=O)c1cccc(O)c1C2=O.CNC(=O)[C@H](CC(C)C)NC(C)=O", "homo_lumo_gap_ha": 0.279, "total_energy_ev": -42656.50247}

***

No. 7
{"formula": "C4H12O2", "method": "ωB97M-V/def2-TZVPD", "symbols": ["H", "C", "C", "C", "H", "O", "H", "H", "H", "H", "H", "H", "H", "H", "H", "H", "O", "C"], "coordinates": [[3.093, 1.999, -1.680], [-0.152, 1.841, -0.575], [-0.776, -0.509, -0.954], [0.038, 0.561, -0.254], [-2.875, -3.208, 1.801], [3.115, 1.057, -1.484], [-2.696, -1.951, 2.609], [-0.132, -1.393, -1.021], [2.188, 0.783, -1.408], [-1.641, -0.885, -0.398], [-0.797, 2.174, -1.373], [0.095, 2.505, 0.255], [1.258, -0.895, 0.555], [-1.210, -0.078, -1.857], [1.705, 0.678, 1.115], [0.176, -0.212, 1.753], [-2.231, -2.512, 1.980], [0.841, 0.044, 0.935]], "forces_ev_per_angstrom": [[-0.15, -0.08, 0.03], [0.13, -0.20, 1.62], [0.53, -0.01, 0.18], [-1.61, -0.54, 0.31], [0.18, -0.01, -0.09], [-0.05, -0.22, 0.01], [0.11, 0.11, 0.03], [-0.27, -0.01, -0.94], [0.23, 0.35, -0.05], [0.19, 0.41, 0.54], [0.01, -0.02, -0.08], [0.51, 0.60, -0.79], [0.10, -0.12, 0.41], [0.40, -0.54, -0.41], [-0.26, 0.21, 0.67], [0.19, 0.25, 0.36], [-0.29, -0.08, 0.04], [0.03, -0.12, -1.85]], "mulliken_charge": [0.31, -0.78, -1.17, 0.50, 0.30, -0.68, 0.32, 0.29, 0.37, 0.28, 0.32, 0.26, 0.36, 0.36, 0.36, 0.35, -0.62, -1.14], "smiles": "C=C(C)C.O.O", "homo_lumo_gap_ha": 0.366, "total_energy_ev": -8436.55019}

***

No. 8
{"formula": "C2H4N4O2", "method": "ωB97M-V/def2-TZVPD", "symbols": ["N", "O", "C", "C", "H", "N", "O", "H", "N", "N", "H", "H"], "coordinates": [[2.168, -0.453, -0.175], [3.160, 0.082, 0.064], [-0.704, -0.509, 0.560], [-1.349, 0.338, -0.504], [-2.411, 0.346, -0.439], [0.228, 1.609, 0.349], [1.783, -1.510, -0.583], [-1.243, -0.589, 1.434], [-0.806, 1.702, -0.358], [0.392, 0.434, 0.860], [-0.220, -1.480, 0.344], [-0.998, 0.028, -1.553]], "forces_ev_per_angstrom": [[-2.91, -0.43, -0.14], [1.92, 0.32, 0.11], [2.40, 1.53, -2.13], [0.09, -0.94, -2.09], [-0.87, 0.15, -0.33], [0.48, 1.01, -0.04], [1.06, 0.06, -0.05], [-1.46, -0.23, 1.99], [-1.14, -0.47, -0.60], [1.83, -1.89, 2.30], [-0.61, 0.58, -0.29], [-0.78, 0.30, 1.27]], "mulliken_charge": [0.88, -0.44, -0.32, -0.27, 0.34, -0.31, -0.45, 0.29, -0.16, -0.01, 0.21, 0.23], "homo_lumo_gap_ha": [0.290, 0.325], "total_energy_ev": -12186.99225}